(1)
DFT (ωB97M-V/def2-TZVPD) results for one molecule with the formula C5H8N2O.

```
16
Properties=species:S:1:pos:R:3:forces:R:3:nbo_charge:R:1
C -1.995007 -0.505702 -0.610179 -0.892 0.825 0.321 0.27
N -1.164934 -1.512870 -0.440013 -0.762 4.073 0.883 -0.46
C -0.061865 -0.880814 0.455544 -0.478 0.842 -0.939 -0.10
C 1.384506 -1.155253 0.059774 -0.656 -0.838 -1.192 -0.10
O 1.639481 -0.199537 -1.008672 -0.476 0.729 0.821 -0.52
C 1.108832 1.015801 -0.456985 1.751 0.849 2.457 -0.09
C -0.209131 0.762676 0.327098 -1.144 -1.490 -2.214 -0.12
N -1.592180 0.849479 -0.258855 0.355 1.001 1.113 -0.69
H -3.100077 -0.531976 -0.990550 2.366 -0.479 0.414 0.20
H -0.265227 -1.286197 1.414163 -0.109 -0.232 1.106 0.21
H 1.976860 -0.776664 0.936289 0.070 -1.087 -0.608 0.18
H 1.513307 -2.300075 -0.318227 0.105 3.043 0.996 0.23
H 1.386762 2.008835 -1.000817 -0.916 -2.191 0.422 0.23
H 1.559838 1.186510 0.689932 0.901 -0.367 -2.937 0.13
H -0.045200 1.558537 1.052055 -1.191 -0.807 1.058 0.21
H -2.135970 1.767254 0.149448 1.075 -3.871 -1.701 0.42
```
Forces are in eV/Å.

Results
**Gap between HOMO and LUMO**: 9.4737 eV
**Energy above the lowest of the compared OMol25 structures with the same formula, charge and spin**: 389.6 kJ/mol
**DFT total energy**: -379.93979 hartree
**LUMO**: 0.026 hartree
**SMILES**: C1=N[C@H]2COC[C@H]2N1
**Charge**: 0
**Maximum force**: 0.0848 hartree/bohr

(2)
DFT (ωB97M-V/def2-TZVPD) results for one molecule with the formula C5H8N2O.

```
16
Properties=species:S:1:pos:R:3:forces:R:3:nbo_charge:R:1
H 2.732986 0.306501 -0.928571 -0.350 -0.995 0.654 0.33
N 2.678184 -0.614326 -0.431154 1.206 0.483 -0.716 -0.71
C 1.639077 -0.786704 0.267310 0.310 -0.739 -0.105 0.28
N 0.649657 0.115946 0.366456 0.689 0.723 -0.046 -0.42
C 0.491180 1.394209 -0.340688 2.182 -0.071 -1.196 -0.21
C -0.951040 1.404010 0.114621 -0.608 1.756 2.029 -0.42
C -0.700981 0.058866 0.797235 -1.317 -0.842 -1.149 -0.13
C -1.450471 -1.038110 0.041742 -0.633 -0.414 1.857 0.44
O -2.327466 -0.771032 -0.724027 -0.151 -0.491 -0.734 -0.50
H 1.535352 -1.760836 0.813469 -0.171 0.974 -0.320 0.18
H 1.226420 2.134663 0.055134 -0.822 -0.149 -0.180 0.20
H 0.681287 1.356205 -1.471640 -0.422 -0.193 1.407 0.20
H -1.679873 1.370769 -0.682234 -0.188 0.112 0.120 0.25
H -1.180449 2.189126 0.903551 0.135 -0.701 -1.312 0.22
H -0.886177 -0.039297 1.859758 0.003 0.027 0.392 0.20
H -1.271284 -2.093838 0.414319 0.137 0.520 -0.701 0.11
```
Forces are in eV/Å.

Results
**Gap between HOMO and LUMO**: 9.5309 eV
**Energy above the lowest of the compared OMol25 structures with the same formula, charge and spin**: 230.4 kJ/mol
**DFT total energy**: -380.00044 hartree
**LUMO**: 0.029 hartree
**SMILES**: [H]/N=C\N1CC[C@H]1C=O
**Charge**: 0
**Maximum force**: 0.0535 hartree/bohr